Record 1
Below is a cluster of 2 separate species, C3H11N3O in total in a non-equilibrium geometry, with properties calculated with ωB97M-V/def2-TZVPD.

Each line ends with the Mulliken charge.
Positions of all 18 atoms, in Å:
H1 -0.05 -2.04 -2.47  0.195
N1 -0.70 -1.71 -1.77  -0.713
C1 -0.12 -1.36 -0.68  0.457
N2 1.25 -1.28 -0.51  -0.405
N3 -0.86 -0.94 0.38  -0.186
C2 -0.67 0.14 1.32  -0.534
C3 -0.62 -0.32 2.78  -1.015
H2 1.59 -0.58 0.13  0.179
H3 1.81 -1.53 -1.30  0.198
H4 -1.77 -1.38 0.42  0.242
H5 0.23 0.70 1.08  0.372
H6 -1.49 0.86 1.20  0.292
H7 -0.02 -1.23 2.80  0.294
H8 -0.22 0.48 3.39  0.337
H9 -1.62 -0.63 3.10  0.290
O1 1.05 3.91 -3.01  -0.634
H10 1.13 3.96 -3.97  0.322
H11 1.09 2.96 -2.90  0.310

The calculation puts the energy above the lowest of the compared OMol25 structures with the same formula, charge and spin at 0.989 eV. As for the HOMO-LUMO gap: 9.2 eV. Its lowest unoccupied orbital energy is 0.57 eV. The total energy is -9807.01198 eV.



Record 2
Below is the molecule C3H11N3O in a non-equilibrium geometry, with properties calculated with ωB97M-V/def2-TZVPD.

Each line ends with the Mulliken charge.
Positions of all 18 atoms, in Å:
C1 -0.36 0.68 0.27  0.644
C2 0.33 -0.38 -0.62  -0.390
C3 1.59 -0.94 0.01  -1.485
N1 0.32 1.94 0.06  -0.644
N2 -1.77 0.78 -0.08  -0.639
N3 -0.51 -1.64 -0.54  -0.415
O1 -0.36 0.25 1.63  -0.568
H1 0.32 -0.45 1.70  0.425
H2 0.36 -0.01 -1.65  0.403
H3 0.00 2.61 0.75  0.234
H4 1.32 1.83 0.19  0.288
H5 -2.30 1.10 0.72  0.236
H6 -1.89 1.44 -0.84  0.251
H7 -0.49 -2.18 -1.39  0.271
H8 -1.48 -1.41 -0.29  0.296
H9 0.46 -2.00 0.20  0.509
H10 2.25 -1.38 -0.74  0.264
H11 2.19 -0.25 0.61  0.318

The calculation puts the energy above the lowest of the compared OMol25 structures with the same formula, charge and spin at 3.071 eV. As for the HOMO-LUMO gap: 8.8 eV. Its lowest unoccupied orbital energy is 0.98 eV. The total energy is -9804.93040 eV.